C50H50N8O6PS2SeTi as an isolated structure at a distorted geometry, computed with ωB97M-V/def2-TZVPD.

Computed properties:
net charge = +1
orbital gap (spin up / spin down) = 5.46 / 5.47 eV
HOMO energy (spin up / spin down) = -9.7 / -9.7 eV

Last column: Löwdin charge in e.
Geometry (Å):
Ti 1.79897 -1.35127 2.41225  0.636
C -5.57033 -1.28517 0.28987  -0.068
C -6.17803 0.06906 0.01865  -0.364
C -7.47304 0.05332 -0.88688  -0.021
C -5.11999 1.01838 -0.48721  -0.303
C -5.43260 2.44769 -0.59964  -0.074
O -5.35277 2.78231 -2.04217  -0.020
C -4.75299 1.73100 -2.62556  -0.372
N -4.58955 0.71363 -1.88287  0.159
C -4.39871 1.91715 -4.04030  -0.123
C -5.14412 2.94712 -4.69967  0.011
C -5.16142 2.93021 -6.10872  -0.064
C -4.44287 1.99443 -6.83328  -0.054
C -3.47734 1.20307 -6.18971  -0.083
C -3.45883 1.21896 -4.81066  -0.353
P -2.11091 0.37722 -3.98078  1.088
C -2.73341 -1.30496 -4.40080  -0.353
C -3.67233 -1.87219 -3.52899  -0.120
C -4.23261 -3.11909 -3.74071  -0.090
C -3.81549 -3.89835 -4.81285  -0.095
C -2.88056 -3.37642 -5.67900  -0.100
C -2.37971 -2.07222 -5.55127  -0.088
C -0.75740 0.75282 -5.10483  -0.435
C 0.24959 -0.17009 -5.23535  -0.137
C 1.47401 0.14300 -5.83240  -0.066
C 1.69945 1.46103 -6.28770  -0.103
C 0.70789 2.37579 -6.09508  -0.106
C -0.56458 2.06586 -5.57017  -0.080
H -6.33232 -2.07487 0.14982  0.085
H -5.21412 -1.43113 1.29986  0.076
H -4.79429 -1.42583 -0.42239  0.047
H -6.42981 0.45572 1.00428  0.130
H -7.24692 0.36919 -1.91798  0.082
H -8.28762 0.57903 -0.46490  0.056
H -7.80244 -0.98212 -0.98876  0.067
H -4.19871 0.84587 0.11896  0.150
H -4.58858 3.03459 -0.21301  0.127
H -6.39547 2.80234 -0.18316  0.144
H -5.84343 3.57785 -4.17184  0.112
H -5.69249 3.77846 -6.54829  0.110
H -4.57124 1.91163 -7.87045  0.091
H -2.81187 0.60501 -6.81129  0.119
H -3.95520 -1.28167 -2.61836  0.070
H -5.06371 -3.42693 -3.09653  0.107
H -4.22015 -4.88033 -4.98752  0.100
H -2.50618 -3.97358 -6.50249  0.101
H -1.74362 -1.66195 -6.37958  0.113
H 0.08302 -1.17172 -4.92346  0.085
H 2.29221 -0.63926 -5.91066  0.123
H 2.63395 1.77394 -6.69653  0.093
H 0.87415 3.44663 -6.35766  0.115
H -1.42475 2.78936 -5.58615  0.124
O 0.95717 4.03386 6.87850  0.090
N 0.11935 4.10580 5.96456  -0.301
O -0.63478 5.07193 5.74754  0.083
C 0.02079 2.97873 5.03783  -0.059
C -0.37434 3.33847 3.77062  0.089
C -0.07077 2.48783 2.69003  -0.082
C -0.10874 2.89403 1.34269  0.017
C 0.01035 1.96542 0.34435  -0.010
C 0.32305 0.63389 0.68539  -0.051
N 0.69571 0.28156 1.95506  -0.048
C 0.43238 1.12174 2.94493  -0.124
C 0.73089 0.79964 4.29847  -0.127
N 1.33050 -0.38599 4.43674  0.060
C 1.58979 -0.83507 5.68292  -0.061
C 1.22513 -0.12266 6.79288  0.012
C 0.75805 1.19844 6.67315  0.054
C 0.52463 1.70019 5.40207  -0.052
H -0.69094 4.30287 3.59474  0.112
H -0.33158 3.94966 1.06559  0.149
H -0.02905 2.25958 -0.70513  0.128
H 0.47191 -0.10876 -0.06437  0.076
H 2.11104 -1.75841 5.70566  0.105
H 1.32367 -0.53476 7.80301  0.133
H 0.63847 1.76482 7.57508  0.122
C -1.13247 -4.27815 1.48795  -0.074
S -0.61794 -3.08443 2.85503  0.541
O -1.07462 -3.52185 4.15570  -0.297
O -1.02506 -1.77311 2.31565  -0.352
O 0.96432 -3.15931 2.89747  -0.544
H -1.23657 -5.29266 1.92746  0.078
H -0.26191 -4.11737 0.81644  0.062
H -2.05187 -3.89466 1.04937  0.059
Se 2.75273 -1.75559 0.40701  0.442
N 3.16904 -4.92637 2.69428  0.127
C 4.06404 -3.99068 3.12252  -0.624
N 3.78785 -2.95642 3.90564  0.046
C 4.92072 -2.58792 4.63852  -0.293
C 5.04456 -1.81223 5.80783  -0.029
C 5.92797 -2.25868 6.83347  -0.075
C 6.91064 -3.17750 6.50353  -0.080
C 7.04925 -3.70201 5.18173  -0.089
C 6.02932 -3.46397 4.34316  -0.537
S 5.84737 -4.13666 2.76173  1.043
H 2.20320 -4.60642 2.66902  0.061
H 3.44621 -5.83174 2.23753  0.142
H 4.43682 -0.90213 5.87216  0.096
H 5.87670 -1.89725 7.87471  0.113
H 7.61331 -3.45940 7.23968  0.088
H 7.81902 -4.34109 4.81653  0.101
N 3.54105 -0.17204 2.59029  0.012
C 4.02760 0.19248 1.52668  -0.388
N 4.70332 1.11146 0.85022  -0.056
C 6.00242 0.82328 0.12770  -0.111
C 6.42490 1.97897 -0.76680  -0.178
C 5.30118 2.20596 -1.81277  -0.191
C 3.89293 2.32833 -1.17183  -0.157
C 4.03184 2.37204 0.37833  -0.122
H 5.79866 -0.02436 -0.51761  0.121
H 6.68236 0.56948 0.94458  0.132
H 7.31034 1.59952 -1.29581  0.123
H 6.63129 2.96105 -0.24496  0.133
H 5.34101 1.43712 -2.64549  0.130
H 5.57397 3.13347 -2.35197  0.111
H 3.21994 1.45866 -1.37749  0.114
H 3.38173 3.26672 -1.44981  0.115
H 3.05269 2.50876 0.89329  0.118
H 4.60671 3.26140 0.67093  0.125

---

A 8-piece molecular cluster, C25H37F9N4O9P overall at a distorted geometry, computed with ωB97M-V/def2-TZVPD.

Computed properties:
net charge = -1
orbital gap = 11.18 eV
HOMO energy = -9.3 eV

Last column: Löwdin charge in e.
Geometry (Å):
P 0.49991 0.57284 -0.16919  0.207
F -1.09259 0.57171 0.07461  -0.151
F 0.65318 -0.58297 0.98208  -0.169
F 0.47222 -0.61753 -1.30928  -0.160
F 2.10128 0.60017 -0.32478  -0.154
F 0.50180 1.74553 -1.26645  -0.138
F 0.49649 1.70870 1.00447  -0.173
C 0.85267 -3.40931 2.76701  -0.077
C -0.06881 -3.85433 1.55556  -0.202
C -1.44621 -3.11848 1.46888  -0.185
C -2.35949 -3.50463 0.37827  -0.214
N -3.04682 -3.82302 -0.49479  0.176
H 0.26864 -3.29553 3.68028  0.068
H 1.27974 -2.41786 2.61620  0.029
H 1.60533 -4.17049 2.97242  0.070
H -0.24611 -4.92221 1.68325  0.105
H 0.42389 -3.68160 0.59874  0.084
H -1.40406 -2.03366 1.56637  0.086
H -1.99524 -3.38498 2.37202  0.105
C -2.07662 3.21968 3.96299  -0.103
C -2.99370 2.00118 3.86354  -0.246
C -2.44467 0.75575 3.09764  -0.177
C -3.32492 -0.37937 3.04509  -0.232
N -4.05903 -1.28564 3.01866  0.154
H -1.08268 2.87559 4.24900  0.070
H -2.42506 3.79878 4.81817  0.073
H -2.04488 3.82901 3.05977  0.062
H -3.84667 2.47175 3.37455  0.103
H -3.50123 1.80685 4.80839  0.105
H -1.49431 0.40344 3.49863  0.119
H -2.11881 1.10586 2.11818  0.096
C 2.42342 -3.55656 -3.24101  -0.081
C 0.93812 -3.16315 -3.58925  -0.193
C -0.14497 -3.67807 -2.51772  -0.176
C -0.24169 -5.09507 -2.18020  -0.264
N -0.26213 -6.19570 -1.88382  0.137
H 2.63436 -3.17419 -2.24231  0.065
H 3.19749 -3.21083 -3.92612  0.059
H 2.44074 -4.64088 -3.13120  0.065
H 0.70012 -3.57875 -4.56840  0.099
H 0.80161 -2.08950 -3.71868  0.081
H -1.14347 -3.51263 -2.92235  0.106
H 0.00042 -3.09611 -1.60762  0.080
C -0.22217 5.52080 1.07251  -0.103
C -0.64680 4.44366 0.07855  -0.307
C -1.39766 4.99313 -1.04394  -0.184
C -0.61879 6.15882 -1.74402  -0.195
N -0.05878 6.99594 -2.23690  0.127
H 0.28182 5.12600 1.95467  0.069
H -1.11827 6.04060 1.41151  0.072
H 0.47134 6.30005 0.75641  0.071
H -1.14780 3.60421 0.56064  0.098
H 0.24382 3.98731 -0.35348  0.099
H -2.38260 5.34252 -0.73423  0.110
H -1.68495 4.24638 -1.78417  0.108
C 3.50498 0.12657 -2.89815  -0.058
C 2.58309 1.01504 -3.77012  -0.289
O 2.57524 0.37376 -5.04501  0.133
C 3.49839 -0.61370 -5.05505  -0.550
O 3.80118 -1.23598 -6.08180  0.111
O 4.09119 -0.66231 -3.88723  0.084
F 3.02421 2.28861 -3.80090  0.081
H 2.90563 -0.43948 -2.18509  0.104
H 4.09993 0.77214 -2.25210  0.143
H 1.55008 0.99387 -3.42295  0.148
C 2.53819 0.36189 3.44227  -0.070
C 3.77241 0.30475 2.69948  -0.311
O 4.53131 -0.51478 3.56563  0.147
C 4.00981 -0.47108 4.80224  -0.576
O 4.57462 -0.91482 5.80242  0.120
O 2.91009 0.21583 4.81540  0.118
F 4.32092 1.53781 2.46659  0.076
H 1.95901 -0.54185 3.25280  0.119
H 1.93461 1.25071 3.25847  0.148
H 3.66201 -0.20053 1.74000  0.168
C -3.26937 -0.73758 -1.37610  -0.084
C -2.74003 0.09388 -2.52357  -0.316
O -3.79833 0.22284 -3.44019  0.140
C -4.79662 -0.63006 -3.10986  -0.435
O -5.78581 -0.89629 -3.83965  0.094
O -4.55166 -1.21101 -1.85218  0.052
F -1.69911 -0.55112 -3.12949  0.060
H -3.37805 -0.14202 -0.46968  0.123
H -2.57057 -1.54767 -1.16747  0.092
H -2.40404 0.99925 -2.01808  0.150

---

C21H34AlP as an isolated structure at a distorted geometry, computed with ωB97M-V/def2-TZVPD.

Computed properties:
net charge = +2
orbital gap (spin up / spin down) = 5.89 / 5.89 eV
HOMO energy (spin up / spin down) = -14.9 / -14.9 eV

Last column: natural (NBO) charge in e.
Geometry (Å):
C 1.02188 1.72324 -1.76198  -1.124
H 1.98358 1.95413 -1.36831  0.257
H 1.20565 1.12463 -2.72404  0.269
H 0.58617 1.35375 0.46497  0.146
C 0.10423 2.86118 -1.84633  -0.406
H -0.83525 2.53620 -2.27514  0.213
H -0.11676 3.29933 -0.86958  0.205
C 0.70258 3.99999 -2.70613  -0.602
H -0.03481 4.78022 -2.89974  0.236
H 1.56069 4.49518 -2.21169  0.218
H 1.04605 3.61637 -3.67217  0.214
C -0.70168 -1.87476 -0.51425  -0.024
C -1.32952 -0.94477 -1.38549  -0.190
C -0.45550 -0.77816 -2.53176  -0.105
C 0.77709 -1.40955 -2.22004  -0.243
C 0.62295 -2.09921 -0.95547  -0.052
C 1.50361 -3.19842 -0.49789  -0.667
C 1.97179 -1.51529 -3.11026  -0.646
C -0.80028 -0.05478 -3.79445  -0.654
C -2.78780 -0.64646 -1.40118  -0.646
C -1.38273 -2.63316 0.55120  -0.670
Al 0.53445 0.26472 -0.95771  1.710
H 2.89807 -1.85577 -2.57596  0.242
H 1.71258 -2.30014 -3.85792  0.264
H 2.18765 -0.57483 -3.67930  0.237
H 2.55627 -3.03000 -0.78238  0.241
H 1.47455 -3.35124 0.59411  0.227
H 1.22571 -4.17243 -0.95493  0.274
H -2.23882 -2.08966 0.99474  0.246
H -1.79616 -3.59593 0.17853  0.272
H -0.72630 -2.89515 1.40578  0.228
H -3.01238 0.27888 -1.96500  0.239
H -3.36494 -1.45828 -1.90873  0.261
H -3.21386 -0.54828 -0.38451  0.231
H 0.01668 0.58866 -4.19635  0.235
H -0.97651 -0.86198 -4.52989  0.269
H -1.73417 0.54343 -3.70446  0.247
C 1.73235 1.83339 2.06830  -0.938
P 0.85698 0.27401 1.60913  1.110
C 1.99979 -0.98973 2.17962  -0.938
C -0.42964 0.25777 2.89084  -0.419
C -0.11519 0.05066 4.24760  -0.138
C -1.04165 0.19162 5.26082  -0.198
C -2.39802 0.55524 4.93818  -0.122
C -2.71851 0.74393 3.58716  -0.195
C -1.78566 0.60118 2.57879  -0.187
H 2.52319 2.00734 1.32410  0.252
H 2.15432 1.79836 3.07386  0.282
H 1.02634 2.67360 1.97885  0.269
H 2.59509 -0.64395 3.04654  0.305
H 1.48713 -1.91874 2.47573  0.292
H 2.70602 -1.25328 1.38113  0.281
H 0.92744 -0.22202 4.52232  0.215
H -0.77456 0.04152 6.31291  0.256
H -3.11325 0.67521 5.71464  0.249
H -3.76869 1.02777 3.33097  0.251
H -2.04827 0.76444 1.53221  0.216

---

C35H26F9N6OS4Ti as an isolated structure at a distorted geometry, computed with ωB97M-V/def2-TZVPD.

Computed properties:
2S+1 = 2
net charge = +2
orbital gap (spin up / spin down) = 5.13 / 6.57 eV
HOMO energy (spin up / spin down) = -12.5 / -13.9 eV

Last column: Mulliken spin population.
Geometry (Å):
Ti -0.24613 -0.75031 -0.67418  0.028
C -1.40884 -3.95966 0.19777  0.000
C -1.80543 -4.17976 -1.25693  0.000
S -1.87674 -2.62705 -2.17804  0.002
C -1.01491 -2.96198 -3.71498  0.000
C 0.46547 -3.24946 -3.56640  0.000
S 1.35631 -2.07498 -2.49549  -0.001
C 2.23668 -3.23567 -1.42804  0.000
C 1.33169 -4.04100 -0.51302  0.000
S 0.13864 -3.04333 0.43105  0.000
H -2.15086 -3.36645 0.72991  0.000
H -1.31130 -4.90973 0.72297  0.000
H -1.13335 -4.86806 -1.76611  0.000
H -2.79335 -4.63936 -1.27345  0.000
H -1.50302 -3.78628 -4.23599  0.000
H -1.18322 -2.06866 -4.31808  0.000
H 0.63429 -4.25029 -3.17228  0.000
H 0.95182 -3.20349 -4.54037  0.000
H 2.81817 -3.91078 -2.05710  0.000
H 2.94416 -2.63622 -0.86193  0.000
H 0.75900 -4.77939 -1.06752  0.000
H 1.93116 -4.58491 0.21652  0.000
F 0.28198 2.49160 -0.59421  0.000
C -0.08814 2.04628 0.61320  0.002
C -0.30214 0.69405 0.83859  -0.003
C -0.66736 0.34586 2.12859  0.000
F -0.89079 -0.94278 2.43820  0.000
C -0.80124 1.26323 3.15082  -0.001
F -1.12737 0.86923 4.37293  0.000
C -0.58274 2.60839 2.88646  0.001
F -0.70706 3.50207 3.84510  0.000
C -0.22981 3.00202 1.60621  0.000
F -0.01973 4.27934 1.33916  0.000
C 4.62848 -1.92850 2.17362  0.000
C 3.61130 -1.57406 3.24970  0.000
C 2.33648 -0.98519 2.66510  0.000
N 2.57706 0.37313 2.16243  0.000
C 2.53403 0.81116 0.93712  0.000
S 2.07537 -0.13746 -0.48054  -0.002
N 2.89192 2.06785 0.62561  0.000
C 3.25788 3.17378 1.50214  0.000
O 2.74229 4.22491 1.26429  0.000
C 4.24381 2.92082 2.57268  0.000
C 4.15877 3.69697 3.72788  0.000
C 5.09528 3.52255 4.73335  0.000
C 6.12231 2.60071 4.57219  0.000
C 6.22504 1.84797 3.40707  0.000
C 5.28237 2.00350 2.40538  0.000
H 5.57164 -2.25866 2.60640  0.000
H 4.85055 -1.07746 1.52299  0.000
H 4.26018 -2.74307 1.54129  0.000
H 4.03764 -0.87232 3.97317  0.000
H 3.33465 -2.46058 3.82265  0.000
H 1.53637 -0.92484 3.40184  0.000
H 1.97689 -1.58711 1.83314  0.000
H 2.94705 1.02302 2.85100  0.000
H 2.58916 2.39284 -0.28451  0.000
H 3.36392 4.42582 3.82126  0.000
H 5.03338 4.11476 5.63635  0.000
H 6.85970 2.48008 5.35512  0.000
H 7.04937 1.15929 3.27636  0.000
H 5.37888 1.44922 1.47828  0.000
F -3.20195 1.68138 -4.37175  -0.004
C -4.39104 1.59890 -3.75656  -0.036
C -5.52288 2.08456 -4.36745  0.108
F -5.38454 2.63080 -5.56165  0.011
C -6.78421 2.00691 -3.74429  -0.053
C -6.80449 1.41265 -2.46779  0.108
C -5.65872 0.93359 -1.87206  -0.032
F -5.71782 0.36605 -0.66140  -0.004
C -4.43097 1.01665 -2.50162  0.070
C -3.21705 0.51184 -1.89271  0.028
C -1.91219 0.54101 -2.32752  0.006
N -0.75097 0.31221 -2.30635  0.007
C -2.98891 -0.22029 -0.71389  -0.002
N -2.34372 -0.84923 0.02491  0.002
F -7.93439 1.28721 -1.79679  0.012
C -7.98319 2.49773 -4.37935  0.367
C -9.24649 2.46974 -3.74196  -0.037
N -10.29726 2.46473 -3.26441  0.230
C -7.98245 3.03153 -5.68976  -0.036
N -8.02434 3.45041 -6.76436  0.229